[1]
ORCA calculation (the ωB97M-V functional and the def2-TZVPD basis) on a cluster of 3 separate species, C36H33F2N5O5P in total at a distorted geometry.

```
82
Properties=species:S:1:pos:R:3:forces:R:3
C -6.13453 -2.13945 5.19416 0.025 0.246 0.129
C -5.59304 -0.97156 4.35620 -0.350 -0.112 -0.006
C -5.29897 -1.37050 2.91808 0.081 0.100 0.041
C -4.12808 -2.30462 2.73915 -0.424 -0.244 0.124
O -2.79714 -1.70070 2.84944 -0.026 0.002 -0.072
N -2.59593 -0.78471 1.88695 0.238 -0.042 0.817
C -2.49779 -0.91757 0.58432 -0.217 -0.172 -0.345
C -2.51928 -2.21730 -0.15951 -0.018 -0.191 -0.230
C -3.11466 -2.07003 -1.53533 0.142 -0.247 -0.063
F -1.18741 -2.59560 -0.24047 0.116 -0.067 -0.028
N -2.32587 0.25701 -0.00760 0.044 -0.105 -0.372
C -2.26119 1.11459 0.98552 0.476 0.686 0.005
N -2.04264 2.42108 0.81764 -0.252 0.023 0.215
F -1.87107 2.83857 -0.45123 0.066 0.089 -0.072
N -2.37869 0.54971 2.21156 -0.439 -0.160 -0.512
P -2.20268 1.31682 3.80352 0.545 -0.437 1.223
N -1.99109 0.37372 4.98672 -0.424 0.191 -0.051
H -5.43500 -2.43276 5.96857 0.142 -0.198 0.036
H -7.04693 -1.85030 5.70353 -0.148 0.018 0.074
H -6.37699 -3.00578 4.58546 0.017 -0.168 -0.082
H -6.33616 -0.17804 4.33451 -0.039 0.129 -0.026
H -4.71647 -0.56482 4.83874 0.414 0.218 0.092
H -5.21055 -0.49836 2.26695 0.133 0.111 -0.104
H -6.16417 -1.91330 2.53993 -0.115 -0.068 -0.136
H -4.19438 -2.82983 1.79100 0.052 0.035 -0.016
H -4.11228 -3.05665 3.51999 0.153 -0.050 0.172
H -3.03132 -2.99662 0.39471 0.060 0.035 0.146
H -2.41334 -1.57012 -2.19265 0.048 0.233 -0.071
H -4.04619 -1.51646 -1.50759 -0.151 0.121 0.023
H -3.31431 -3.05719 -1.93591 -0.020 -0.136 -0.103
H -1.92721 3.13609 1.51297 0.084 0.205 -0.063
H -1.12128 2.16158 3.52912 -0.203 0.353 -0.520
H -3.37221 2.07809 3.79223 -0.102 -0.017 -0.204
H -1.08513 0.46275 5.42836 0.089 -0.315 0.016
C 2.47071 2.91894 -0.16805 -0.004 0.001 0.022
C 1.43548 2.65028 0.72322 0.057 0.020 -0.001
C 1.56515 2.99943 2.05568 -0.140 -0.151 -0.252
C 2.72650 3.60354 2.50894 0.047 0.092 0.142
C 3.76725 3.86006 1.62191 0.040 0.021 0.070
C 3.63267 3.52271 0.28065 -0.048 -0.039 -0.074
C 5.04047 4.48601 2.09847 -0.038 -0.003 0.008
O 5.94011 4.71759 1.32476 0.038 0.006 -0.013
C 5.15154 4.80384 3.55147 -0.097 -0.047 -0.040
C 6.33711 5.34459 4.02821 0.051 0.037 0.049
C 6.46169 5.65852 5.37084 -0.018 0.000 0.028
C 5.40164 5.43951 6.24295 0.025 0.010 -0.005
C 4.21703 4.89776 5.77558 0.041 0.026 0.061
C 4.08799 4.57300 4.43149 -0.015 -0.030 -0.084
C 2.81712 3.97185 3.95328 0.017 0.004 -0.007
O 1.87458 3.77528 4.69503 -0.016 -0.015 0.031
H 2.37061 2.65229 -1.21120 -0.006 -0.010 -0.016
H 0.53576 2.16468 0.36622 0.046 -0.006 -0.034
H 0.78172 2.80314 2.77425 0.004 0.020 0.052
H 4.44644 3.73450 -0.39825 0.049 0.018 0.023
H 7.15304 5.51436 3.34037 -0.012 -0.007 -0.056
H 7.38760 6.07679 5.74076 0.014 0.012 0.010
H 5.50218 5.69108 7.28971 0.007 0.004 0.019
H 3.38676 4.72062 6.44403 -0.043 -0.027 -0.018
C 2.18750 -4.40540 -2.83876 -0.026 0.024 -0.047
C 0.86888 -4.05375 -2.56941 0.038 -0.033 0.061
C 0.06963 -3.53796 -3.57182 -0.033 -0.013 0.131
C 0.58119 -3.35770 -4.84832 0.020 0.002 -0.109
C 1.90590 -3.70068 -5.11826 -0.030 0.047 -0.059
C 2.70385 -4.23074 -4.11159 0.014 -0.015 0.085
C 2.49101 -3.49305 -6.47706 -0.025 -0.005 0.003
O 3.63817 -3.79770 -6.71430 0.031 0.003 -0.006
C 1.61298 -2.89290 -7.52380 -0.037 -0.017 0.099
C 2.14258 -2.65055 -8.78377 0.003 0.015 -0.084
C 1.34518 -2.10432 -9.77440 -0.029 0.010 -0.004
C 0.01353 -1.80193 -9.51320 0.020 -0.003 -0.013
C -0.51980 -2.03772 -8.25823 -0.017 0.027 -0.076
C 0.27702 -2.57878 -7.25776 0.048 -0.036 0.075
C -0.31096 -2.80382 -5.90848 0.023 0.001 -0.013
O -1.47162 -2.54135 -5.66843 -0.024 0.037 0.016
H 2.81133 -4.81384 -2.05541 0.007 -0.013 0.012
H 0.46213 -4.18303 -1.57543 0.025 -0.023 0.025
H -0.95923 -3.26955 -3.37921 -0.031 0.005 -0.054
H 3.72619 -4.49780 -4.33850 0.019 0.015 -0.054
H 3.17779 -2.89427 -8.97530 0.027 -0.030 0.042
H 1.76023 -1.91437 -10.75474 0.002 0.000 -0.021
H -0.60785 -1.38071 -10.29162 -0.007 0.009 -0.017
H -1.55283 -1.80623 -8.04158 -0.017 -0.006 0.053
```
Positions in Å, forces in eV/Å.

HOMO energy   -11.23 eV
Charge   +1
F_max   1.41 eV Å⁻¹

---

[2]
ORCA calculation (the ωB97M-V functional and the def2-TZVPD basis) on a structure of composition C36H33IN3O4PW at a distorted geometry.

```
79
Properties=species:S:1:pos:R:3:forces:R:3
W -1.47076 -0.44983 0.30200 -0.944 -0.746 0.246
O -0.97319 -0.61013 2.10459 0.235 0.071 0.201
C -1.50187 -0.63893 3.33522 0.231 -0.249 -0.289
C -0.95423 -1.43256 4.32145 0.119 -0.139 0.265
C -1.51397 -1.37844 5.58608 -0.011 -0.006 0.040
C -2.58924 -0.52738 5.87646 0.114 -0.116 0.068
C -3.12467 0.24843 4.88064 -0.126 0.130 -0.050
C -2.59299 0.18126 3.58163 -0.405 0.273 0.041
C -3.13140 0.97306 2.52745 -0.209 0.078 0.555
N -2.82010 0.91886 1.27794 0.378 0.425 -0.467
C -3.44032 1.91040 0.37750 -0.074 -0.151 0.116
C -2.33510 2.38978 -0.52986 0.081 -0.143 -0.085
N -1.76072 1.17647 -1.12265 -0.108 0.637 0.438
C -1.69613 1.07159 -2.38607 0.218 -0.076 -0.796
C -1.20545 -0.07261 -3.12851 -0.320 0.548 0.088
C -1.29790 -0.07945 -4.51909 -0.034 0.008 -0.313
C -0.86070 -1.17441 -5.24151 -0.026 0.074 0.041
C -0.31348 -2.26427 -4.56837 0.032 -0.049 0.003
C -0.19175 -2.26438 -3.18500 0.157 -0.213 -0.131
C -0.64200 -1.16489 -2.48615 0.128 -0.148 0.363
O -0.54660 -1.15095 -1.13874 0.658 -0.054 -0.354
H -0.11849 -2.08054 4.09422 -0.023 0.025 0.014
H -1.10952 -2.01228 6.36575 -0.008 0.056 -0.009
H -2.99207 -0.48286 6.87893 0.005 -0.044 -0.033
H -3.96209 0.90781 5.08113 0.039 -0.036 -0.011
H -3.89305 1.69941 2.80860 0.004 -0.012 0.041
H -3.86792 2.73196 0.94488 -0.027 0.040 0.091
H -4.22183 1.42299 -0.20203 -0.068 -0.062 -0.017
H -1.56584 2.89652 0.05353 0.081 0.018 0.027
H -2.70559 3.06615 -1.29650 -0.015 0.034 -0.094
H -2.03498 1.92102 -2.98068 0.038 -0.042 -0.045
H -1.72863 0.77768 -5.02603 0.018 -0.062 0.013
H -0.94713 -1.18521 -6.31919 0.011 -0.004 0.025
H 0.02499 -3.12758 -5.12789 -0.019 0.032 0.014
H 0.23293 -3.10089 -2.64373 -0.002 0.037 -0.035
N -3.77274 -2.30372 -2.17418 -0.154 0.393 0.497
C -4.05460 -1.68705 -0.97009 0.368 -0.170 -0.878
O -3.12811 -0.75093 -0.61679 0.413 -0.057 -0.005
C -5.10777 -1.89821 -0.20163 -0.661 -0.054 0.470
I -2.00705 -3.08101 0.87865 0.315 0.124 0.204
H -2.92728 -2.11118 -2.67148 0.079 -0.012 0.006
H -4.37950 -3.02462 -2.51581 -0.037 -0.023 0.007
H -5.86571 -2.61776 -0.47917 0.057 0.039 0.035
H -5.22535 -1.34749 0.72018 0.001 -0.046 -0.035
O 0.32619 0.73414 0.52395 -0.264 -0.380 -0.514
P 1.82783 0.60410 0.12228 -0.465 -0.079 0.188
C 2.18811 1.62741 -1.28929 0.188 0.138 -0.139
C 1.22062 2.49666 -1.78340 0.028 0.043 -0.047
C 1.51433 3.33437 -2.85056 0.008 0.004 0.003
C 2.77974 3.31363 -3.42005 -0.017 0.011 -0.003
C 3.76549 2.48144 -2.90199 -0.010 -0.017 0.032
C 3.47829 1.64908 -1.83237 -0.056 0.051 0.015
C 2.25894 -1.10148 -0.18657 0.221 -0.027 0.029
C 2.88489 -1.55028 -1.34706 -0.200 -0.008 -0.069
C 3.24788 -2.88556 -1.46304 -0.015 -0.049 0.027
C 2.98065 -3.77166 -0.42870 -0.015 0.024 -0.019
C 2.35603 -3.32513 0.73193 -0.031 -0.108 -0.004
C 2.00620 -1.99407 0.85915 0.149 0.018 0.017
C 2.80318 1.15647 1.50000 0.026 0.016 0.240
C 2.25500 2.06301 2.40880 0.047 -0.004 -0.039
C 3.02322 2.52209 3.46715 -0.013 0.010 -0.022
C 4.33260 2.08395 3.61411 0.039 -0.013 -0.006
C 4.88021 1.18248 2.70934 -0.006 0.022 0.007
C 4.11807 0.71209 1.65176 -0.040 0.035 0.037
H 0.25271 2.53836 -1.30701 0.048 0.006 -0.026
H 0.76393 4.01942 -3.22654 0.026 -0.027 0.012
H 3.00860 3.96647 -4.25320 -0.008 -0.023 0.037
H 4.76351 2.49414 -3.32158 -0.045 -0.005 0.017
H 4.26775 1.04159 -1.40664 -0.020 -0.046 -0.031
H 3.06943 -0.87619 -2.17148 0.031 0.044 -0.010
H 3.74367 -3.23209 -2.36099 -0.019 0.013 0.021
H 3.26626 -4.81210 -0.52173 -0.005 0.037 0.010
H 2.15356 -4.01861 1.53914 0.020 0.041 -0.033
H 1.57057 -1.63665 1.78434 -0.075 0.000 0.017
H 1.23427 2.40391 2.28585 0.014 -0.021 0.017
H 2.60358 3.22430 4.17578 0.009 -0.018 -0.017
H 4.93134 2.44607 4.44043 -0.019 -0.016 -0.027
H 5.89933 0.84060 2.83261 -0.019 0.007 -0.001
H 4.54392 -0.00577 0.95991 -0.022 -0.008 0.021
```
Positions in Å, forces in eV/Å.

HOMO energy (spin up / spin down)   -12.72 / -12.72 eV
Charge   +2
Energy above the lowest of the compared OMol25 structures with the same formula, charge and spin   0.8620 eV
F_max   1.23 eV Å⁻¹

---

[3]
ORCA calculation (the ωB97M-V functional and the def2-TZVPD basis) on a structure of composition C36H34AlINO20 at a distorted geometry.

```
93
Properties=species:S:1:pos:R:3:forces:R:3
C -0.03737 1.54865 4.27358 -1.353 -1.061 0.163
C -1.37382 1.11964 4.20970 1.102 1.715 0.855
Al -2.60687 1.93294 2.78026 -0.381 -0.331 0.517
N -2.86647 0.70565 1.34818 0.431 0.649 0.908
I -1.28701 3.97245 1.72440 -0.048 0.010 -0.066
C -4.31965 2.68493 3.58448 0.051 0.492 0.332
C -4.02562 3.99239 4.42166 -0.843 -0.391 -0.098
C -5.10364 1.68987 4.51990 -0.948 0.191 -0.656
C -6.20144 0.84222 3.73570 0.635 0.059 0.377
H 0.19439 2.62628 4.42058 -0.028 -0.595 -1.674
H 0.81603 0.82996 4.19017 -0.695 0.703 1.492
H -1.70116 0.34124 4.95290 0.728 -0.779 -1.728
H -3.60787 0.98004 0.70998 0.019 -0.391 0.149
H -2.95993 -0.25937 1.65347 -0.242 0.141 -0.333
H -4.99971 2.97713 2.74169 0.304 -0.168 0.632
H -5.02439 4.37869 4.78458 0.916 -0.162 -0.092
H -3.41777 3.72026 5.32309 -0.291 0.450 -0.756
H -3.55718 4.80977 3.82302 -0.096 -0.742 0.531
H -5.67682 2.29803 5.27820 0.664 -0.524 -0.448
H -4.45325 0.96968 5.07565 -0.291 0.719 -0.334
H -6.36282 1.22610 2.70248 0.191 -0.243 0.711
H -5.84273 -0.21700 3.66887 -0.653 0.770 -0.052
H -7.17395 0.91499 4.28146 0.686 -0.390 -0.462
C 1.22960 1.77012 -4.48697 -0.313 -0.234 -0.153
C 1.84489 2.49179 -3.54761 0.902 -0.053 -0.593
C 1.13547 2.93101 -2.31007 -0.786 0.041 0.573
O 1.74444 3.57122 -1.47482 0.382 0.035 -0.304
C -0.27506 2.57025 -2.16198 0.374 0.209 0.128
C -0.89145 1.85164 -3.10270 -0.703 0.047 0.560
C -0.17561 1.38921 -4.32726 0.419 -0.039 -0.296
O -0.76795 0.71904 -5.15560 -0.153 0.045 0.074
O -2.18869 1.51040 -2.98470 0.456 0.695 -0.579
O 3.13702 2.85812 -3.67000 -0.743 -0.007 0.419
H 1.73384 1.44425 -5.38706 0.005 0.012 0.009
H -0.78291 2.90631 -1.26885 -0.023 -0.009 0.158
H -2.39401 0.99439 -3.78145 0.047 -0.129 -0.018
H 3.33852 3.36616 -2.86190 0.078 0.027 0.072
C 3.78214 -3.81774 4.28701 -0.160 -0.393 0.104
C 3.62179 -2.52442 3.99759 1.039 0.064 -0.078
C 2.26883 -1.89810 3.94583 -0.827 0.001 0.036
O 2.16983 -0.71433 3.69712 0.622 -0.158 -0.137
C 1.10557 -2.75089 4.19618 0.075 0.274 -0.063
C 1.26657 -4.04459 4.48221 -0.909 0.034 0.031
C 2.62053 -4.66487 4.56054 0.683 0.055 -0.059
O 2.72186 -5.84556 4.84266 -0.314 -0.044 0.015
O 0.21156 -4.85421 4.71497 0.811 0.088 -0.050
O 4.67332 -1.72230 3.73944 -0.850 -0.139 0.099
H 4.75734 -4.28282 4.32968 -0.012 0.018 0.002
H 0.12885 -2.28786 4.13843 0.019 0.032 0.001
H 0.59422 -5.72996 4.89731 -0.039 -0.080 0.026
H 4.28983 -0.84360 3.56323 0.022 0.096 -0.018
C -4.31472 -3.23631 -1.93383 0.019 -0.517 -0.054
C -3.68417 -2.08105 -2.16382 -0.894 0.716 0.440
C -2.30778 -2.04810 -2.74056 0.583 -0.457 -0.164
O -1.77741 -0.97596 -2.95426 -0.212 -0.446 0.058
C -1.64635 -3.32220 -3.02397 0.204 0.304 0.056
C -2.27705 -4.47398 -2.78916 0.690 -0.238 -0.271
C -3.66291 -4.51020 -2.23973 -0.607 0.339 0.271
O -4.20612 -5.58678 -2.05927 0.279 -0.179 -0.120
O -1.68939 -5.66809 -3.04038 -0.603 0.373 0.219
O -4.26015 -0.89566 -1.88573 0.739 -0.601 -0.501
H -5.31212 -3.27582 -1.51848 0.023 0.021 0.006
H -0.63134 -3.28007 -3.43130 -0.962 -0.098 0.545
H -2.35002 -6.33695 -2.78856 -0.024 -0.063 0.011
H -3.60291 -0.21763 -2.13390 0.007 0.174 0.275
C 2.16930 -3.18200 -7.71080 0.164 -0.414 -0.238
C 1.59867 -2.73913 -6.58678 -0.006 1.141 -0.317
C 1.20608 -3.67614 -5.49193 -0.035 -0.731 0.208
O 0.70718 -3.23312 -4.47346 0.984 0.367 -0.761
C 1.43688 -5.10623 -5.69367 -0.145 0.287 0.275
C 2.00343 -5.54650 -6.81901 -0.104 -0.912 0.390
C 2.42203 -4.60957 -7.90176 0.053 0.785 -0.326
O 2.95180 -5.05506 -8.90298 -0.030 -0.364 0.118
O 2.22532 -6.85910 -7.03084 0.048 0.813 -0.250
O 1.35367 -1.42970 -6.39351 0.045 -1.062 0.337
H 2.46066 -2.51513 -8.51026 -0.005 0.007 0.032
H 1.13137 -5.77534 -4.90050 -0.008 0.013 -0.013
H 2.64206 -6.91139 -7.90931 0.042 -0.070 -0.056
H 0.93676 -1.36138 -5.51378 -0.147 0.255 -0.033
C 4.92621 5.28176 3.42019 -0.209 0.129 0.191
C 5.42328 4.89837 2.24321 0.776 -0.227 0.518
C 4.62340 4.99496 0.98686 -0.908 0.209 -0.386
O 5.12861 4.64943 -0.06748 0.419 -0.113 0.149
C 3.25611 5.50049 1.08120 0.499 -0.139 -0.314
C 2.75462 5.88209 2.26027 -1.023 0.210 -0.480
C 3.56315 5.81083 3.51235 0.472 -0.194 0.376
O 3.07749 6.18518 4.56213 -0.190 0.094 -0.154
O 1.49963 6.34550 2.36774 1.004 -0.076 0.352
O 6.67550 4.40487 2.13036 -0.657 0.214 -0.321
H 5.49756 5.21817 4.33606 -0.004 -0.006 -0.019
H 2.68001 5.54792 0.16726 -0.047 -0.080 0.049
H 1.37427 6.54982 3.31103 -0.215 -0.052 0.040
H 6.78818 4.20685 1.18376 0.025 -0.025 -0.071
```
Positions in Å, forces in eV/Å.

HOMO energy   -4.12 eV
Charge   -1
F_max   2.21 eV Å⁻¹